# C3H2FIO2

A single C3H2FIO2 molecule in a non-equilibrium geometry (ωB97M-V with the def2-TZVPD basis set, the OMol25 dataset).

ORCA input file:
```
! RIJCOSX wB97M-V def2-TZVPD def2/J DEFGRID3
* xyz 0 3
C -0.649 0.536 -0.030
C -1.691 -0.458 0.045
C 1.736 -0.093 -0.079
O 0.684 0.591 -0.052
O -1.731 -1.670 0.079
F 1.733 -1.426 -0.029
I 3.579 0.852 0.028
H -1.019 1.554 -0.040
H -2.642 0.115 0.077
*
```

Calculated values
Relative energy (zero: lowest compared OMol25 entry of this formula, charge and spin)   0.0 kcal per mole
HOMO-LUMO gap (spin up / spin down)   0.2521 / 0.2976 hartree